Computed, not measured: the molecule C17H28O4, with ωB97M-V with the def2-TZVPD basis set.

```
! wB97M-V def2-TZVPD RIJCOSX def2/J DEFGRID3
* xyz 0 1
C -4.26010 3.56540 -1.49401
C -2.99174 3.56110 -2.37901
C -2.41737 2.12730 -2.43988
C -2.04810 1.55971 -1.04988
C -3.29072 1.72177 -0.09600
C -3.87098 3.11809 -0.09931
C -0.75645 2.22109 -0.49624
O -0.37514 1.54050 0.73352
C -0.13988 0.13503 0.58697
O -1.25026 -0.56924 -0.02047
C -1.68327 0.07017 -1.23883
O 1.05760 -0.04410 -0.21240
C 1.57450 -1.38905 -0.24858
C 1.78443 -1.91192 1.17229
C 2.95443 -1.16613 1.86926
C 4.39857 -1.50222 1.39308
C 4.64288 -3.01936 1.16226
C 3.45742 -3.75196 0.51282
C 2.13676 -3.40163 1.18402
C 0.43682 -1.71086 1.95023
O 0.02774 -0.34591 1.89192
H -4.99015 2.89953 -1.93630
H -4.68943 4.57144 -1.41147
H -2.23898 4.25348 -2.00452
H -3.30459 3.86742 -3.39390
H -1.48972 2.06103 -3.05982
H -3.19119 1.43769 -2.86234
H -2.98410 1.51026 0.93590
H -4.11036 1.05159 -0.42255
H -4.74743 3.13058 0.56399
H -3.07715 3.78941 0.28374
H -0.89959 3.26709 -0.22821
H 0.02596 2.15008 -1.24640
H -0.96838 0.01364 -2.05641
H -2.57418 -0.46978 -1.57721
H 2.50706 -1.39134 -0.80202
H 0.85414 -2.01008 -0.76395
H 2.74748 -0.10569 1.83436
H 2.86586 -1.45610 2.90522
H 5.14330 -1.13214 2.08141
H 4.55038 -0.98880 0.44011
H 5.51534 -3.19243 0.49726
H 4.84921 -3.51083 2.08874
H 3.43284 -3.53442 -0.55048
H 3.61822 -4.87512 0.56844
H 1.34207 -3.95949 0.68084
H 2.20306 -3.78753 2.22119
H 0.55146 -2.00262 2.99197
H -0.32826 -2.39467 1.54065
*
```

Properties
ΔE to the lowest compared entry with this formula, charge and spin: 0.00 kcal per mole
Structure (SMILES): C1CCC2(CC1)COC1(OC2)OCC2(CCCCC2)CO1
HOMO level: -0.36121 Ha
LUMO: 0.8 eV
Kohn-Sham gap: 10.6693 eV

---

Computed, not measured: a structure of composition C25H21FeN3O5S, with ωB97M-V with the def2-TZVPD basis set.

```
! wB97M-V def2-TZVPD RIJCOSX def2/J DEFGRID3
* xyz -1 6
Fe 1.45529 -0.08275 1.31855
O 3.54479 -4.35045 -1.61145
C 4.13509 -4.22595 -0.40475
C 5.39229 -4.80305 -0.22985
C 6.04649 -4.72825 0.98425
C 5.44669 -4.08785 2.05765
C 4.21329 -3.49385 1.88715
C 3.54099 -3.53735 0.66605
C 2.22999 -2.85505 0.58045
O 1.85639 -2.09415 1.53915
N 1.50919 -3.07345 -0.50005
N 0.23279 -2.88765 -0.61325
C -0.55271 -2.12035 -1.24705
C -0.37431 -0.86655 -1.96665
C -1.31451 -0.55605 -2.94875
C -1.27561 0.63235 -3.64615
C -0.29001 1.56665 -3.34565
C 0.64169 1.30425 -2.37325
C 0.62749 0.09375 -1.64235
O 1.47629 -0.08995 -0.68705
H 2.67539 -3.89455 -1.56315
H 5.84299 -5.30225 -1.07435
H 7.02779 -5.16885 1.09385
H 5.94439 -4.04545 3.01595
H 3.73109 -2.98105 2.70475
H -1.57501 -2.49985 -1.26405
H -2.08831 -1.28185 -3.16975
H -2.00831 0.84135 -4.41165
H -0.26411 2.50755 -3.87705
H 1.39489 2.02935 -2.10145
S 5.36579 2.45515 1.78345
C 3.99319 1.66375 1.84405
N 2.97069 1.08615 1.92805
C -5.17241 4.45885 -0.58575
C -4.18801 3.47345 -0.02305
C -4.48611 2.12215 0.03855
C -3.63051 1.22355 0.66205
C -3.97811 -0.23355 0.72375
C -2.44461 1.69165 1.22275
C -2.06781 3.02555 1.06195
C -0.73441 3.50425 1.55245
C -2.95771 3.90115 0.45755
C -1.62031 0.80645 2.14995
O -2.13301 0.44515 3.19855
O -0.43241 0.55375 1.77245
H -6.15221 3.99905 -0.69955
H -4.84691 4.82105 -1.56115
H -5.26361 5.31835 0.07775
H -5.41691 1.76055 -0.37895
H -5.04041 -0.39275 0.54395
H -3.71181 -0.64515 1.69385
H -3.40961 -0.77595 -0.03335
H -0.57671 3.20635 2.58745
H -0.65371 4.58635 1.47065
H 0.06429 3.04815 0.96455
H -2.69891 4.94795 0.37795
*
```

Properties
HOMO level (spin up / spin down): -0.19211 / -0.18406 Ha
LUMO (spin up / spin down): 2.6 / 0.5 eV
Kohn-Sham gap (spin up / spin down): 7.8291 / 5.5422 eV

---

Computed, not measured: a cluster of 6 separate species, C14H39NO15S4 in total, with ωB97M-V with the def2-TZVPD basis set.

```
! wB97M-V def2-TZVPD RIJCOSX def2/J DEFGRID3
* xyz 1 2
C -1.65307 1.18589 -0.56093
O -0.70957 0.22326 -0.01561
H -1.43872 2.24011 -0.38550
H -1.86794 1.00257 -1.61370
H -2.68091 0.97943 -0.26258
H -0.62055 0.43065 0.91748
O -3.92134 1.46502 3.71239
S -2.47114 1.28145 3.85183
O -1.60774 1.00807 2.67555
O -1.81948 2.68328 4.56998
C -0.76503 3.41106 4.01317
C 0.68986 2.85321 4.31725
C -2.14349 0.13860 5.22644
H -0.84670 4.38558 4.49455
H -0.85735 3.63095 2.94958
H 1.33617 3.62333 3.89619
H 0.73297 1.88625 3.81601
H 0.93115 2.72842 5.37287
H -1.07889 0.14918 5.46015
H -2.47968 -0.86165 4.95337
H -2.70004 0.49323 6.09397
O 1.14161 1.15301 -4.72229
S 1.13873 -0.26815 -5.00793
O 1.09133 -0.69423 -6.40386
O 2.48735 -1.03263 -4.33255
C 2.79636 -0.82421 -2.95466
C 3.74994 0.45466 -2.92389
C -0.04915 -1.30281 -4.04440
H 3.21336 -1.72723 -2.50882
H 1.92185 -0.58402 -2.34998
H 4.02085 0.78306 -1.92047
H 3.32375 1.30938 -3.44918
H 4.73545 0.39836 -3.38618
H -0.90868 -1.42043 -4.70432
H -0.26799 -0.75173 -3.12978
H 0.28195 -2.30390 -3.76820
O 2.84281 2.99582 1.52643
S 3.15514 4.23547 0.87402
O 4.54504 4.62198 0.64896
O 2.25368 4.40525 -0.49701
C 1.42446 3.29504 -0.86374
C 0.98080 3.55039 -2.31215
C 2.57280 5.64030 1.98096
H 0.55259 3.39653 -0.21749
H 1.87053 2.30300 -0.93416
H 0.56939 4.55650 -2.39321
H 0.21668 2.82947 -2.60282
H 1.78349 3.35265 -3.02257
H 1.49460 5.67952 1.82588
H 3.06922 6.49078 1.51369
H 2.64100 5.44778 3.05166
O 0.99114 -5.01634 1.49652
S 0.08081 -4.23547 0.65558
O 0.32955 -3.92990 -0.77730
O -1.36373 -5.00474 0.79451
C -1.40501 -6.42396 0.52974
C -1.02026 -6.68714 -1.01939
C -0.25955 -2.74248 1.62838
H -2.40736 -6.81802 0.69740
H -0.70150 -6.96095 1.16599
H -1.62767 -6.22464 -1.79736
H -1.07169 -7.75791 -1.21661
H -0.04479 -6.38072 -1.39711
H -1.14456 -2.25943 1.21424
H 0.66576 -2.18468 1.48426
H -0.36314 -3.06758 2.66361
C -2.94237 -2.48531 -1.33157
N -3.82033 -1.77598 -2.28889
O -3.41249 -1.50420 -3.41792
O -4.93890 -1.49121 -1.87803
H -3.56059 -2.90156 -0.53617
H -2.09304 -1.84666 -1.08898
H -2.56774 -3.22862 -2.03530
*
```

Properties
HOMO level (spin up / spin down): -0.47964 / -0.47964 Ha
LUMO (spin up / spin down): -2.9 / -10.0 eV
Kohn-Sham gap (spin up / spin down): 10.1615 / 3.0693 eV

---

Computed, not measured: the molecule C4H7NO2, with ωB97M-V with the def2-TZVPD basis set.

```
! wB97M-V def2-TZVPD RIJCOSX def2/J DEFGRID3
* xyz 0 1
C 1.79708 -0.37918 0.00034
C 0.32128 -0.49977 -0.27622
C -0.71683 -0.20792 1.71974
O -0.41893 -1.11289 0.82821
C -0.33717 0.86386 -0.58000
O 0.29297 1.89576 -0.63763
N -1.67416 0.77552 -0.86990
H 1.98309 0.32628 0.81408
H 2.22291 -1.35614 0.24521
H 2.27982 0.00615 -0.90182
H 0.11556 -1.18733 -1.10007
H -1.48034 -0.71007 2.33264
H -2.19998 -0.05731 -0.65375
H -2.18531 1.64306 -0.92082
*
```

Properties
ΔE to the lowest compared entry with this formula, charge and spin: 79.30 kcal per mole
HOMO level: -0.32629 Ha
LUMO: 0.5 eV
Kohn-Sham gap: 9.3532 eV

---

Computed, not measured: the molecule C3H6O2, with ωB97M-V with the def2-TZVPD basis set.

```
! wB97M-V def2-TZVPD RIJCOSX def2/J DEFGRID3
* xyz 0 1
O -1.20539 -1.56938 1.69511
C -0.75908 -1.05379 0.69727
C -0.32405 0.39410 0.62958
C 0.58031 0.74267 -0.57193
O 0.47530 -0.16736 -1.65584
H -0.67725 -1.61774 -0.25190
H -1.25113 0.98165 0.59347
H 0.15900 0.64760 1.57989
H 0.29237 1.71694 -0.97659
H 1.62397 0.82167 -0.24189
H 1.08596 -0.89636 -1.49717
*
```

Properties
ΔE to the lowest compared entry with this formula, charge and spin: 31.43 kcal per mole
Structure (SMILES): O=CCCO
HOMO level: -0.35641 Ha
LUMO: 0.6 eV
Kohn-Sham gap: 10.3426 eV

---

Computed, not measured: a cluster of 2 separate species, C2H7N3O3S in total, with ωB97M-V with the def2-TZVPD basis set.

```
! wB97M-V def2-TZVPD RIJCOSX def2/J DEFGRID3
* xyz 0 3
C -1.12212 -0.29908 0.43491
C 3.05512 -0.43362 -1.18060
N 1.96142 -2.03071 0.26334
N 2.50009 -1.38704 -0.62490
N 0.25919 -0.26934 0.87144
O 4.35703 1.73269 -0.79395
O 1.91536 1.71012 -0.43700
O 3.27498 0.59253 1.12818
S 3.20652 1.14858 -0.19268
H -1.64031 0.57459 0.50640
H -1.11784 -0.48719 -0.62106
H -1.81280 -1.06911 0.96771
H 3.18744 -0.45516 -2.25335
H 1.16087 -1.41908 0.81934
H 0.85340 0.31246 0.32306
H 0.50198 -0.14466 1.90228
*
```

Properties
HOMO level (spin up / spin down): -0.31453 / -0.37148 Ha
LUMO (spin up / spin down): 0.5 / -3.3 eV
Kohn-Sham gap (spin up / spin down): 9.0440 / 6.8183 eV

---

| no. | E_tot (eV) |
| --- | --- |
| 1 | -26273.4482 |
| 2 | -86199.0444 |
| 3 | -90675.7403 |
| 4 | -9843.8410 |
| 5 | -7302.3151 |
| 6 | -23629.7353 |